(1)
Below is 2 unconnected molecules or ions with the total composition C4H12 at a distorted geometry, with properties calculated with ωB97M-V with the def2-TZVPD basis set.

Each line ends with the Löwdin charge.
Cartesian coordinates (Å):
C  -0.458  -1.651  -1.287  -0.194
C  -0.290  -0.346  -1.987  -0.195
H  -0.441  -2.470  -2.044  0.070
H  0.363  -1.974  -0.658  0.057
H  -1.410  -1.797  -0.720  0.078
H  -0.670  0.524  -1.426  0.038
H  -0.842  -0.251  -2.920  0.065
H  0.768  -0.079  -2.125  0.078
C  -0.157  0.867  1.167  -0.187
C  0.966  1.156  2.138  -0.165
H  -1.020  1.538  1.362  0.077
H  -0.003  1.066  0.124  0.016
H  -0.568  -0.158  1.262  0.070
H  1.080  2.230  2.223  0.059
H  1.930  0.749  1.822  0.059
H  0.753  0.596  3.071  0.074

Force components x, y, z for each atom (eV/Å):
-0.776 -2.223 -0.378
0.073 1.987 0.245
-0.263 0.473 0.313
0.169 0.559 0.458
0.709 0.388 -0.439
-0.030 -0.577 -0.013
0.242 -0.429 -0.249
-0.252 -0.331 -0.363
-1.743 -0.032 0.305
0.180 -0.995 -0.046
0.329 -0.366 0.322
0.849 -0.035 -0.234
0.405 0.447 -0.131
0.091 0.094 0.622
-0.062 0.049 -0.273
0.078 0.990 -0.139

Results
HOMO energy = -0.4089 hartree
SMILES = CC.CC
Total energy = -159.567226 hartree
Frontier orbital gap = 12.301 eV
ΔE to the lowest compared entry with this formula, charge and spin = 11.14 kcal per mole
LUMO level = 1.18 eV
Spin multiplicity = 1

(2)
Below is a single C4H5N3O molecule at a distorted geometry, with properties calculated with ωB97M-V with the def2-TZVPD basis set.

Each line ends with the Löwdin charge.
Cartesian coordinates (Å):
C  -1.352  -0.231  -0.163  -0.493
C  0.099  -0.273  -0.209  -0.194
C  2.039  -0.910  0.051  -0.121
C  2.134  0.488  0.033  -0.128
H  -1.116  1.836  0.133  0.144
H  -2.670  1.317  0.705  0.186
H  -2.863  -1.295  -0.093  0.018
H  2.908  -1.378  -0.214  0.072
H  2.886  1.208  -0.032  0.108
N  -1.867  1.024  -0.086  0.059
N  -1.900  -1.386  0.006  0.148
N  0.761  -1.389  -0.011  0.175
O  0.941  0.990  -0.121  0.027

Force components x, y, z for each atom (eV/Å):
-0.136 -1.261 1.906
1.672 0.212 1.195
1.088 3.216 0.176
-0.627 -3.216 -0.323
-2.009 -2.850 -1.129
2.541 -1.962 -3.069
-2.444 0.150 0.319
1.802 -2.236 0.278
1.447 0.480 0.124
-1.350 5.606 3.269
1.907 1.164 -1.122
0.342 3.283 -1.370
-4.233 -2.586 -0.254

Results
HOMO energy = -0.3253 hartree
SMILES = [H]/N=C(\N)c1ncco1
Total energy = -394.835926 hartree
Frontier orbital gap = 9.089 eV
ΔE to the lowest compared entry with this formula, charge and spin = 82.60 kcal per mole
LUMO level = 0.24 eV
Spin multiplicity = 1

(3)
Below is a molecular structure, C24H32B2N12PdS2 at a distorted geometry, with properties calculated with ωB97M-V with the def2-TZVPD basis set.

Each line ends with the Löwdin charge.
Cartesian coordinates (Å):
Pd  0.041  -0.120  0.832  0.751
C  -2.284  -3.357  0.926  -0.040
C  -2.401  -2.353  -0.161  -0.352
C  -3.213  -2.401  -1.303  0.002
C  -3.036  -1.186  -1.925  -0.035
N  -2.157  -0.471  -1.205  0.014
N  -1.760  -1.189  -0.136  0.014
B  -1.862  1.038  -1.171  -0.686
N  -2.349  1.487  0.214  0.025
C  -3.539  1.981  0.600  -0.033
C  -3.580  1.981  1.977  0.008
C  -2.356  1.439  2.383  -0.322
C  -1.827  1.195  3.751  -0.018
N  -1.646  1.144  1.303  -0.012
N  -0.312  1.245  -1.230  -0.025
C  0.396  1.431  -2.367  -0.042
C  1.526  2.158  -2.062  0.014
C  1.453  2.392  -0.679  -0.382
C  2.322  3.226  0.196  -0.043
N  0.343  1.833  -0.202  -0.009
N  -2.501  1.739  -2.338  -0.003
C  -3.041  2.973  -2.484  -0.061
C  -3.278  3.179  -3.819  -0.007
C  -2.835  1.998  -4.454  -0.343
C  -2.801  1.684  -5.905  -0.028
N  -2.376  1.161  -3.545  0.085
H  -2.085  -4.352  0.537  0.089
H  -3.217  -3.390  1.489  0.092
H  -1.483  -3.081  1.607  -0.005
H  -3.838  -3.209  -1.621  0.108
H  -3.461  -0.784  -2.823  0.115
H  -4.283  2.280  -0.110  0.123
H  -4.377  2.314  2.608  0.108
H  -2.576  1.475  4.485  0.085
H  -0.926  1.785  3.928  0.071
H  -1.575  0.139  3.877  0.080
H  0.043  1.052  -3.307  0.120
H  2.295  2.480  -2.737  0.111
H  2.738  4.054  -0.367  0.087
H  3.143  2.643  0.611  0.039
H  1.715  3.616  1.010  0.084
H  -3.206  3.622  -1.649  0.113
H  -3.707  4.038  -4.293  0.102
H  -3.479  2.335  -6.449  0.079
H  -3.066  0.644  -6.082  0.078
H  -1.791  1.837  -6.288  0.080
C  0.698  -2.494  -1.689  -0.007
N  1.923  -2.814  -1.015  -0.100
C  3.138  -3.065  -1.587  0.002
C  4.035  -3.197  -0.573  -0.016
N  3.386  -3.016  0.604  -0.017
B  4.037  -3.056  1.999  -0.423
N  3.805  -1.712  2.758  0.008
C  4.156  -1.637  4.070  -0.034
C  3.709  -0.459  4.578  -0.013
N  3.074  0.195  3.565  -0.116
C  2.347  1.428  3.658  -0.027
C  3.160  -0.581  2.457  -0.670
S  2.592  -0.026  0.940  0.815
C  2.103  -2.780  0.323  -0.720
S  0.902  -2.395  1.481  0.859
H  0.867  -2.493  -2.762  0.109
H  0.368  -1.488  -1.368  0.058
H  -0.083  -3.220  -1.452  0.103
H  3.282  -3.111  -2.645  0.133
H  5.082  -3.412  -0.593  0.133
H  5.203  -3.212  1.865  0.084
H  3.496  -3.908  2.632  0.086
H  4.674  -2.445  4.540  0.134
H  3.800  -0.046  5.558  0.130
H  2.074  1.597  4.698  0.103
H  1.438  1.367  3.036  0.057
H  2.945  2.270  3.305  0.101

Force components x, y, z for each atom (eV/Å):
-0.476 -0.217 0.745
0.052 0.037 0.114
-0.005 0.029 -0.209
0.116 0.093 0.083
-0.046 -0.150 0.062
-0.199 -0.352 -0.504
0.400 0.321 0.263
0.055 -0.293 -0.015
-0.315 0.529 -0.136
0.056 -0.028 0.215
0.104 -0.028 -0.091
-0.042 0.015 -0.143
0.055 -0.103 -0.061
0.215 -0.341 0.344
0.165 0.447 -1.163
0.128 -0.063 0.209
0.003 -0.096 0.319
0.037 0.028 -0.476
-0.011 -0.213 0.035
0.077 0.297 0.301
-0.498 0.391 0.080
0.009 0.164 -0.102
0.074 -0.172 0.064
-0.073 0.366 0.624
0.131 -0.100 -0.025
0.363 -0.919 -0.615
-0.001 -0.093 -0.019
-0.022 -0.080 0.040
-0.144 -0.105 0.082
-0.177 -0.159 -0.037
-0.052 0.063 -0.082
-0.097 0.069 -0.189
-0.201 0.121 0.130
0.033 -0.047 0.118
-0.045 0.012 0.035
-0.031 0.046 0.094
-0.180 0.031 -0.138
0.078 0.102 -0.121
0.045 0.113 -0.057
0.081 0.047 0.024
0.067 0.074 0.103
-0.016 0.163 0.233
-0.103 0.233 0.002
-0.029 -0.028 -0.088
-0.058 -0.004 -0.046
-0.020 0.031 -0.110
-0.663 0.468 -0.198
0.602 -0.064 0.553
0.191 0.019 -0.007
0.122 0.080 -0.259
-0.433 -0.207 -0.205
-0.093 -0.117 0.015
-0.256 0.692 -0.082
-0.061 0.282 0.520
0.258 -0.430 0.227
0.202 -0.746 -0.367
-0.485 0.682 -0.181
0.140 0.146 0.175
-0.318 0.095 -0.291
-0.312 -0.497 -0.342
0.402 0.231 0.214
0.058 0.000 0.013
0.082 -0.505 -0.310
0.093 0.136 0.006
-0.065 -0.093 -0.238
0.221 0.003 -0.063
0.384 -0.142 -0.080
-0.044 -0.192 0.230
0.144 -0.143 0.179
-0.016 0.110 0.270
-0.005 -0.017 -0.028
0.378 0.045 0.343
-0.033 -0.067 0.018

Results
HOMO energy (spin up / spin down) = -0.3958 / -0.4057 hartree
Total energy = -2564.681295 hartree
<S²> = 3.767
Frontier orbital gap (spin up / spin down) = 8.880 / 4.941 eV
Net charge = +1
LUMO level (spin up / spin down) = -1.89 / -6.10 eV
Spin multiplicity = 4

(4)
Below is a molecular structure, C10H28O14V3 at a distorted geometry, with properties calculated with ωB97M-V with the def2-TZVPD basis set.

Each line ends with the Löwdin charge.
Cartesian coordinates (Å):
O  -0.471  0.603  2.845  -0.249
V  0.745  0.123  1.978  1.031
O  1.867  -0.544  2.863  -0.243
O  -1.485  1.142  -4.229  -0.239
V  -1.337  0.807  -2.680  1.075
O  -2.811  0.669  -1.991  -0.276
O  3.446  0.606  -3.253  -0.270
V  3.114  0.590  -1.640  1.097
O  4.451  0.755  -0.720  -0.266
C  0.589  0.328  -0.686  -0.953
O  1.605  -0.025  -0.089  -0.086
O  -0.436  0.619  -0.050  -0.028
O  0.756  0.599  -1.907  -0.079
O  -1.082  2.973  -2.081  -0.018
H  -0.599  3.768  -2.316  0.109
H  -1.386  3.129  -1.179  0.050
O  1.608  2.265  1.957  -0.008
H  2.261  2.918  2.220  0.109
H  1.023  2.733  1.349  0.050
C  -3.473  -4.454  -0.997  -0.061
C  -3.686  -2.957  -0.662  -0.456
C  -2.419  -2.502  0.090  -0.070
O  -3.641  -2.257  -1.885  -0.062
H  -2.783  -4.599  -1.828  0.081
H  -4.287  -5.175  -1.073  0.076
H  -2.965  -4.880  -0.128  0.068
H  -4.625  -2.942  -0.109  0.145
H  -2.493  -1.416  0.183  0.056
H  -1.516  -2.690  -0.493  0.077
H  -2.327  -2.913  1.095  0.081
H  -4.287  -1.545  -1.871  0.085
C  -1.528  4.879  2.358  -0.020
C  -1.685  3.410  1.924  -0.505
C  -3.079  3.007  1.656  -0.055
O  -0.954  3.254  0.734  -0.083
H  -0.507  5.231  2.493  0.080
H  -2.148  5.020  3.243  0.091
H  -2.014  5.444  1.561  0.085
H  -1.360  2.797  2.766  0.119
H  -3.211  1.934  1.503  0.087
H  -3.611  3.528  0.858  0.095
H  -3.801  3.103  2.471  0.095
H  -0.871  2.341  0.442  0.031
C  5.439  -2.494  -1.072  -0.054
C  4.035  -2.720  -0.579  -0.409
C  3.705  -2.306  0.858  -0.042
O  3.280  -1.953  -1.560  -0.091
H  5.674  -2.912  -2.050  0.094
H  6.120  -2.944  -0.344  0.092
H  5.812  -1.469  -1.059  0.076
H  3.853  -3.776  -0.780  0.147
H  4.216  -2.900  1.617  0.096
H  2.644  -2.375  1.098  0.059
H  4.007  -1.288  1.108  0.071
H  2.627  -2.535  -1.958  0.114

Force components x, y, z for each atom (eV/Å):
0.483 -0.759 0.048
1.245 1.567 0.048
-1.256 0.210 -0.299
0.113 -0.960 2.354
-2.313 2.374 -0.129
3.251 0.113 -1.781
-0.565 0.289 4.465
2.902 -2.570 -1.737
-3.038 0.198 -2.445
-1.149 2.000 -0.239
3.739 -1.443 2.628
-1.593 -0.591 0.829
-1.066 0.127 -3.171
-0.223 -1.166 -0.041
0.199 -0.052 -0.514
-0.271 0.248 0.513
-0.563 -0.893 -0.691
0.414 -0.296 0.402
-0.574 0.497 -0.018
0.714 -0.657 1.030
1.671 -2.290 -0.532
-0.931 0.911 0.595
-0.900 0.528 -0.476
-0.137 0.223 -0.143
-0.617 0.747 -0.542
0.299 -0.010 0.080
0.053 0.914 0.071
0.086 0.147 0.177
-0.119 -0.392 -0.138
0.037 -0.177 -0.060
0.023 0.130 -0.087
-1.165 -0.577 -0.798
-0.260 1.004 1.593
-2.618 -0.663 0.228
1.799 0.088 -1.122
-0.031 -0.240 0.107
0.325 0.139 0.169
0.206 0.419 0.029
0.661 -0.305 -0.356
0.572 -0.143 -0.532
0.524 0.141 -0.374
0.496 0.530 0.593
-0.440 -0.571 0.466
1.777 -0.075 1.437
0.864 0.546 -0.554
0.180 0.079 0.053
-1.204 1.041 -0.027
-0.423 -0.113 0.041
0.126 -0.422 -0.104
-0.669 0.311 -0.118
-0.528 -0.012 0.303
0.112 -0.370 -0.324
-0.044 -0.176 -0.299
0.035 0.157 -0.456
-0.207 0.243 -0.153

Results
HOMO energy = -0.4623 hartree
Total energy = -4282.975531 hartree
Frontier orbital gap = 7.038 eV
Net charge = +1
LUMO level = -5.54 eV
Spin multiplicity = 1

(5)
Below is 2 unconnected molecules or ions with the total composition C3H10N2O2 at a distorted geometry, with properties calculated with ωB97M-V with the def2-TZVPD basis set.

Each line ends with the Löwdin charge.
Cartesian coordinates (Å):
C  -0.341  1.031  -1.547  -0.241
N  -0.777  0.125  -0.476  0.060
C  -0.054  -0.946  -0.047  -0.625
N  1.205  -1.194  -0.584  0.153
O  -0.453  -1.659  0.857  0.016
C  -1.035  2.377  -1.392  -0.078
H  -0.512  0.572  -2.524  0.114
H  0.731  1.143  -1.406  0.105
H  -1.746  0.084  -0.213  0.140
H  1.342  -2.179  -0.768  0.105
H  1.515  -0.690  -1.402  0.072
H  -0.946  2.957  -2.301  0.072
H  -0.582  2.964  -0.596  0.081
H  -2.057  2.208  -1.148  0.059
H  1.686  -0.732  3.300  0.034
H  0.449  -0.523  2.562  0.009
O  1.226  -0.015  2.848  -0.074

Force components x, y, z for each atom (eV/Å):
-0.137 -0.416 0.689
0.747 0.192 -0.614
0.163 -0.084 0.432
0.161 -0.009 -0.920
-0.462 -0.357 0.107
1.031 -0.150 -0.115
-0.092 0.155 -0.092
0.077 0.226 -0.198
-0.051 0.156 0.158
0.051 -0.015 0.627
-0.306 0.237 0.073
-0.150 0.104 -0.254
-0.017 -0.102 0.150
-0.985 0.086 0.035
0.407 0.323 0.083
-0.071 0.419 -0.354
-0.365 -0.767 0.191

Results
HOMO energy = -0.3593 hartree
SMILES = CCNC(N)=O.O
Total energy = -380.322858 hartree
Frontier orbital gap = 10.536 eV
ΔE to the lowest compared entry with this formula, charge and spin = 8.66 kcal per mole
LUMO level = 0.76 eV
Spin multiplicity = 1

(6)
Below is 2 unconnected molecules or ions with the total composition C2H3Cl2N2 at a distorted geometry, with properties calculated with ωB97M-V with the def2-TZVPD basis set.

Each line ends with the Löwdin charge.
Cartesian coordinates (Å):
C  -0.986  0.909  0.187  -0.018
C  0.573  -0.747  0.118  0.137
N  -2.102  0.352  0.091  -1.033
N  1.866  -0.192  -0.068  0.041
Cl  -3.459  1.379  0.131  0.714
Cl  -2.669  -1.315  -0.021  0.652
H  1.903  0.792  -0.098  0.127
H  2.198  -0.774  -0.899  0.200
H  2.676  -0.405  0.560  0.181

Force components x, y, z for each atom (eV/Å):
2.279 -1.623 -0.049
-2.829 0.212 0.862
-0.960 -0.563 -0.015
2.594 -2.136 -0.388
-0.513 0.578 0.026
0.761 0.358 -0.004
-0.100 1.990 -1.240
-0.320 1.558 0.092
-0.912 -0.373 0.717

Results
HOMO energy (spin up / spin down) = -0.4926 / -0.5024 hartree
Total energy = -1107.247806 hartree
Frontier orbital gap (spin up / spin down) = 8.109 / 7.102 eV
ΔE to the lowest compared entry with this formula, charge and spin = 174.02 kcal per mole
Net charge = +1
LUMO level (spin up / spin down) = -5.29 / -6.57 eV
Spin multiplicity = 1

(7)
Below is a molecular structure, C6H13AuN3OS at a distorted geometry, with properties calculated with ωB97M-V with the def2-TZVPD basis set.

Each line ends with the Löwdin charge.
Cartesian coordinates (Å):
Au  0.315  1.181  -1.666  0.914
N  -2.017  -0.781  -0.908  0.100
C  -1.729  -1.025  0.546  -0.092
C  -1.321  0.244  1.287  -0.167
N  -0.027  0.793  0.901  -0.082
C  1.181  0.126  1.365  -0.167
C  1.796  -0.878  0.362  -0.221
N  2.176  -0.219  -0.875  -0.004
H  -2.613  0.048  -1.009  0.181
H  -2.532  -1.592  -1.286  0.198
H  -0.954  -1.788  0.608  0.131
H  -2.635  -1.413  1.015  0.154
H  -1.329  -0.014  2.354  0.146
H  -2.076  1.020  1.138  0.140
H  0.008  1.783  1.112  0.116
H  0.981  -0.416  2.293  0.140
H  1.939  0.883  1.568  0.136
H  1.104  -1.684  0.125  0.100
H  2.660  -1.322  0.868  0.140
H  2.320  -0.871  -1.641  0.106
H  3.014  0.345  -0.762  0.113
S  0.385  4.645  -1.817  0.944
C  0.417  3.145  -1.540  -0.748
O  -0.328  -1.570  -2.332  0.117
C  -0.737  -0.639  -1.710  -0.395

Force components x, y, z for each atom (eV/Å):
-0.861 -1.087 1.541
-0.602 -0.500 -0.014
0.169 0.164 0.663
-0.065 -0.097 0.151
-0.087 0.175 -0.409
0.260 -0.431 -0.117
-0.079 0.136 0.429
-0.272 0.363 -0.543
0.099 -0.056 -0.091
0.116 0.124 -0.047
-0.147 -0.073 -0.097
0.017 -0.015 -0.198
-0.018 0.038 -0.055
0.014 -0.047 0.041
-0.067 -0.065 0.041
0.037 0.061 0.053
-0.080 0.035 0.101
0.041 -0.036 0.004
-0.060 -0.025 -0.101
0.103 -0.033 0.089
0.016 -0.067 -0.078
-0.015 -1.885 0.666
0.551 3.014 -1.395
-1.151 0.564 0.987
2.080 -0.257 -1.623

Results
HOMO energy (spin up / spin down) = -0.6065 / -0.6151 hartree
Total energy = -1009.097487 hartree
<S²> = 0.759
Frontier orbital gap (spin up / spin down) = 8.400 / 6.257 eV
ΔE to the lowest compared entry with this formula, charge and spin = 40.68 kcal per mole
Net charge = +2
LUMO level (spin up / spin down) = -8.10 / -10.48 eV
Spin multiplicity = 2